ORCA calculation (ωB97M-V with the def2-TZVPD basis set) on 4 unconnected molecules or ions with the total composition C24H56 at a distorted geometry.

XYZ file:
```
80
Properties=species:S:1:pos:R:3:lowdin_charge:R:1
C -69.57635 -55.79110 20.21264 -0.078
C -68.15701 -56.33977 20.39737 -0.263
C -67.15115 -55.37287 19.91074 -0.202
C -65.64186 -55.73088 20.35889 -0.246
C -64.63154 -54.78642 20.03890 -0.307
C -63.36737 -55.20618 20.78898 -0.079
H -70.20297 -56.46573 20.85445 0.081
H -69.91366 -55.67011 19.28973 0.030
H -69.65336 -54.88194 20.63007 0.030
H -67.99363 -57.26478 19.71266 0.144
H -67.95487 -56.65026 21.37069 0.085
H -67.40442 -54.37587 20.21421 0.098
H -66.92733 -55.24951 18.82156 0.128
H -65.34257 -56.69108 19.86001 0.141
H -65.63902 -55.90273 21.30968 0.043
H -65.09915 -53.96074 20.42008 0.086
H -64.35414 -54.48280 19.11415 0.087
H -63.68942 -55.24880 21.95280 0.131
H -62.51604 -54.50189 20.73675 0.077
H -63.12700 -56.11584 20.44452 0.018
C -68.28883 -63.01116 23.05823 -0.114
C -68.35348 -63.67943 24.41426 -0.334
C -69.52040 -63.42729 25.30015 -0.266
C -70.88380 -64.01635 24.94565 -0.217
C -71.97608 -63.66954 26.03320 -0.243
C -73.26495 -64.40308 25.59551 -0.115
H -68.12344 -61.95976 23.34528 0.063
H -69.32499 -63.34727 22.32974 0.142
H -67.38498 -63.42427 22.45652 0.089
H -67.50899 -63.50434 25.11989 0.113
H -68.40643 -64.85855 24.34404 0.131
H -69.52405 -62.36372 25.34475 0.099
H -69.68417 -63.82784 26.33915 0.129
H -70.76367 -65.11456 24.82514 0.118
H -71.29371 -63.50736 24.09256 0.071
H -72.08001 -62.67111 26.44419 0.120
H -71.59910 -63.99916 26.81800 -0.002
H -73.30066 -65.49298 25.65727 0.057
H -73.68775 -63.89233 24.61993 0.088
H -74.19973 -64.23475 26.34282 0.101
C -76.56679 -62.06542 22.69002 -0.087
C -75.56746 -61.22847 21.89737 -0.254
C -74.20615 -60.97935 22.66823 -0.213
C -73.24668 -60.38754 21.70773 -0.209
C -71.80369 -60.40865 22.24381 -0.251
C -70.85435 -59.67389 21.32343 -0.062
H -75.94819 -63.03111 22.85225 0.086
H -77.35561 -62.19333 21.98820 0.050
H -76.78074 -61.24464 23.43014 0.100
H -76.04686 -60.34558 21.51769 0.102
H -75.10622 -61.60836 21.04260 0.054
H -73.84129 -61.79503 22.99622 0.027
H -74.25309 -60.55468 23.51863 0.059
H -73.53615 -59.35835 21.57425 0.114
H -73.30676 -61.00045 20.65541 0.167
H -71.64294 -61.40581 22.45889 0.064
H -71.94254 -60.03568 23.16543 0.071
H -69.82382 -59.78862 21.61367 0.073
H -70.97836 -58.61895 21.27952 0.049
H -71.27407 -60.04854 20.48310 0.033
C -70.58155 -65.84289 21.82699 -0.162
C -71.73051 -65.06466 21.39105 -0.273
C -73.05498 -65.79723 21.72176 -0.198
C -74.25123 -64.85497 21.30943 -0.249
C -75.68456 -65.48310 21.54491 -0.244
C -75.78177 -66.65249 20.51859 -0.157
H -70.39410 -65.98226 22.91483 0.066
H -69.73961 -65.47865 21.52549 -0.021
H -70.33633 -66.97055 21.52165 0.138
H -71.73695 -64.91133 20.30841 0.105
H -71.84991 -63.84599 21.78858 0.165
H -73.21903 -66.05883 22.80124 0.114
H -73.32920 -66.72409 21.06795 0.114
H -74.13745 -64.40200 20.38005 0.083
H -74.09163 -63.89009 21.70895 0.047
H -76.50178 -64.86085 21.26687 0.062
H -75.88337 -65.74815 22.70946 0.155
H -75.02584 -67.50154 20.72986 0.064
H -75.68844 -66.57600 19.35429 0.107
H -76.75557 -67.16956 20.84592 0.077
```

Properties
charge = 0
energy above the lowest of the compared OMol25 structures with the same formula, charge and spin = 246.6 kcal per mole
SMILES = CCCCCC.CCCCCC.CCCCCC.CCCCCC
HOMO level = -10.340 eV
HOMO-LUMO gap = 11.25 eV
calculated total energy = -947.59013 hartree
2S+1 = 1